# 1
Computed, not measured: a 2-piece molecular cluster, C3H8N2O overall, with ωB97M-V with the def2-TZVPD basis set.

```
14
Properties=species:S:1:pos:R:3:forces:R:3
C 1.996534 -0.963217 0.988682 -2.133 -0.870 -0.203
C 0.866371 -1.141934 0.298091 -0.892 0.928 -1.097
N 0.466805 -0.494950 -1.000308 0.864 -2.487 0.857
H 2.756573 -0.269252 0.774096 0.958 0.446 -0.677
H 2.043131 -1.529587 1.891442 0.282 -0.038 0.713
H -0.041790 -1.621464 0.756698 1.403 -0.277 -0.438
H 1.091268 -0.709693 -1.778134 -0.024 -0.541 0.417
H 0.606637 0.460496 -0.885696 0.044 2.315 0.235
C -1.610837 1.585138 -0.518138 3.486 -0.245 0.267
N -1.766766 0.643042 0.491712 0.582 3.613 -0.942
O -0.522073 2.136628 -0.774728 -2.547 -0.716 0.791
H -2.445363 1.672903 -1.171946 -1.141 0.594 -0.421
H -2.507433 0.071378 0.311557 -2.444 -1.900 -0.287
H -0.933056 0.160511 0.616668 1.562 -0.820 0.784
```
Forces are in eV/Å.

Results
- charge = 0
- Kohn-Sham gap (eV) = 10.98
- energy above the lowest of the compared OMol25 structures with the same formula, charge and spin (eV) = 2.377
- SMILES = C=CN.NC=O
- E_HOMO (eV) = -9.92

***

# 2
Computed, not measured: one molecule with the formula C3H8N2O, with ωB97M-V with the def2-TZVPD basis set.

```
14
Properties=species:S:1:pos:R:3:forces:R:3
C 0.675247 1.227288 -0.602809 0.001 -0.014 0.134
C -1.005850 -0.479210 0.092789 0.260 -0.331 0.426
C 0.306384 0.075154 0.323588 0.174 0.149 -0.205
N -1.892098 0.230473 0.751809 0.423 -0.245 -0.052
N 1.324688 -0.967784 0.297075 -0.060 -0.121 -0.110
O -1.256443 -1.641487 -0.503189 0.082 0.350 0.070
H -0.375961 -1.964252 -0.789103 -0.090 0.062 0.042
H -2.885717 0.133215 0.542124 0.178 0.415 0.052
H -0.895410 0.820710 1.212731 -0.919 -0.269 -0.293
H 2.223687 -0.620297 -0.015000 -0.113 -0.050 0.043
H 1.445710 -1.402708 1.204591 0.077 0.113 -0.092
H 0.979079 0.873774 -1.601184 -0.002 0.003 0.038
H 1.511538 1.791705 -0.181730 -0.032 -0.010 -0.053
H -0.154854 1.923419 -0.731693 0.023 -0.054 0.002
```
Forces are in eV/Å.

Results
- charge = 0
- Kohn-Sham gap (eV) = 7.95
- energy above the lowest of the compared OMol25 structures with the same formula, charge and spin (eV) = 3.666
- SMILES = C/C(N)=C(\N)O
- E_HOMO (eV) = -7.06

***

# 3
Computed, not measured: one molecule with the formula C3H8N2O, with ωB97M-V with the def2-TZVPD basis set.

```
14
Properties=species:S:1:pos:R:3:forces:R:3
C 0.052964 0.921955 -1.819534 -1.251 0.237 -0.552
C 0.015851 -0.693859 0.034122 -0.900 0.438 0.123
C 0.049065 0.336886 2.206493 -0.615 1.789 -1.360
H -0.276421 0.913790 -2.911135 0.890 0.128 1.334
H 1.104596 1.323612 -1.646377 -1.357 -0.599 -0.395
H -0.714670 1.575294 -1.299190 1.228 -0.451 -0.589
H -0.133499 -1.276450 -1.918619 0.136 1.357 0.651
H -0.203930 -2.470861 -0.150414 0.047 -0.758 0.193
H -1.016723 0.143723 2.593510 1.831 0.082 -0.677
H 0.824084 -0.326907 2.513322 0.051 -0.793 0.610
H 0.400786 1.378706 2.354369 -0.583 -0.619 0.990
N -0.190307 -0.439733 -1.306292 0.722 -0.123 -0.389
N -0.031742 -1.819799 0.603744 0.090 -0.659 -0.033
O 0.119945 0.433640 0.746001 -0.290 -0.029 0.094
```
Forces are in eV/Å.

Results
- charge = 0
- Kohn-Sham gap (eV) = 9.76
- energy above the lowest of the compared OMol25 structures with the same formula, charge and spin (eV) = 1.794
- SMILES = [H]/N=C(\NC)OC
- E_HOMO (eV) = -8.84

***

# 4
Computed, not measured: one molecule with the formula C3H8N2O, with ωB97M-V with the def2-TZVPD basis set.

```
14
Properties=species:S:1:pos:R:3:forces:R:3
C -2.369929 0.452198 0.181862 -0.223 0.086 -0.044
N -1.095867 -0.103004 0.568064 0.087 -0.044 0.044
C -0.023555 -0.057311 -0.293676 0.034 0.030 0.002
O -0.089037 0.380687 -1.431245 0.058 -0.074 0.396
N 1.145485 -0.537919 0.272306 -0.043 0.069 0.028
C 2.393168 -0.247289 -0.410113 0.237 0.031 -0.138
H -2.846406 0.896487 1.062341 -0.007 -0.071 -0.195
H -3.037971 -0.297974 -0.254478 0.010 0.102 0.012
H -2.194995 1.232495 -0.562533 -0.040 -0.159 0.137
H -1.093413 -0.793601 1.304259 0.126 0.161 -0.139
H 1.181370 -0.464061 1.280216 -0.007 -0.030 -0.195
H 2.654895 0.820059 -0.377695 -0.080 -0.176 -0.019
H 3.200578 -0.818743 0.056876 -0.157 0.049 -0.091
H 2.309024 -0.538529 -1.459416 0.006 0.026 0.201
```
Forces are in eV/Å.

Results
- charge = 0
- Kohn-Sham gap (eV) = 10.27
- energy above the lowest of the compared OMol25 structures with the same formula, charge and spin (eV) = 0.301
- SMILES = CNC(=O)NC
- E_HOMO (eV) = -9.38

***

# 5
Computed, not measured: a 2-piece molecular cluster, C3H8N2O overall, with ωB97M-V with the def2-TZVPD basis set.

```
14
Properties=species:S:1:pos:R:3:forces:R:3
C -0.031058 -1.680463 -0.587434 0.050 -0.043 0.246
N -0.317854 -1.198924 0.761542 0.190 0.086 -0.261
C -1.208904 -0.160942 0.862681 0.166 -0.035 0.343
N -1.059840 0.793342 1.691766 -0.191 -0.048 -0.040
H 0.526637 -2.611066 -0.533040 0.018 -0.052 0.000
H -0.965400 -1.877594 -1.106546 -0.087 -0.013 -0.047
H 0.550227 -0.955116 -1.158546 0.047 -0.035 -0.121
H 0.508178 -1.080400 1.343356 -0.261 0.114 -0.117
H -2.070127 -0.260343 0.198011 0.005 -0.042 -0.095
H -1.886180 1.384580 1.670892 0.072 0.077 0.053
O 2.427249 1.187010 -0.712634 0.308 -0.109 -0.173
C 1.486087 1.923948 -0.788577 -0.411 -0.042 0.277
H 0.681513 1.881827 -0.035704 -0.054 0.103 0.021
H 1.359471 2.654141 -1.605765 0.148 0.040 -0.086
```
Forces are in eV/Å.

Results
- charge = 0
- Kohn-Sham gap (eV) = 10.04
- energy above the lowest of the compared OMol25 structures with the same formula, charge and spin (eV) = 2.157
- SMILES = [H]/N=C/NC.C=O
- E_HOMO (eV) = -9.21

***

# 6
Computed, not measured: one molecule with the formula C3H8N2O, with ωB97M-V with the def2-TZVPD basis set.

```
14
Properties=species:S:1:pos:R:3:forces:R:3
O -0.838783 0.848035 1.624736 -0.041 -0.133 0.202
C -0.970011 0.234060 0.588334 0.104 0.132 -0.224
N 0.118113 -0.106297 -0.197625 0.314 0.357 0.261
C 1.459337 0.284263 0.285042 -0.340 -0.235 0.345
N 2.484885 0.069656 -0.702900 -0.256 -0.089 0.037
C -2.283935 -0.336207 0.123852 -0.178 -0.390 -0.151
H 0.009396 0.034513 -1.191208 -0.247 -0.357 -0.075
H 1.684885 -0.354308 1.137770 -0.024 0.017 0.085
H 1.424597 1.298735 0.680098 0.211 0.169 -0.308
H 2.247403 0.540755 -1.567402 0.179 0.051 -0.075
H 2.532080 -0.928230 -0.891897 0.131 0.193 -0.139
H -2.131814 -1.018109 -0.705136 -0.034 0.025 -0.271
H -3.069180 0.374871 -0.120607 0.251 0.323 0.037
H -2.666969 -0.941736 0.936944 -0.069 -0.063 0.274
```
Forces are in eV/Å.

Results
- charge = 0
- Kohn-Sham gap (eV) = 10.51
- energy above the lowest of the compared OMol25 structures with the same formula, charge and spin (eV) = 0.670
- SMILES = CC(=O)NCN
- E_HOMO (eV) = -9.67

***

# 7
Computed, not measured: one molecule with the formula C3H8N2O, with ωB97M-V with the def2-TZVPD basis set.

```
14
Properties=species:S:1:pos:R:3:forces:R:3
C -2.329611 -0.844348 0.306207 -0.954 0.597 -0.963
C 0.112123 -0.306451 -0.053038 0.924 -0.747 0.260
C 2.260745 1.314646 -0.318065 2.122 -0.385 3.520
H -2.631925 -0.071963 -0.483274 0.140 -1.233 1.008
H -2.700192 -0.398249 1.287721 1.578 -0.345 -0.800
H -2.988059 -1.772275 0.247973 1.209 1.034 -0.467
H -0.687149 -2.219174 -0.016568 -0.207 2.439 0.255
H 1.102964 -0.720705 0.031344 0.239 -0.238 -0.351
H 2.473962 0.819128 -1.261660 0.292 0.553 -0.512
H 3.016036 2.211910 0.092963 -1.947 -2.458 -1.705
H 2.423289 0.434580 0.459624 0.005 1.724 -1.039
N -0.888311 -1.176158 0.043260 -2.757 -4.044 1.085
N -0.148171 0.907645 -0.129803 0.773 3.059 -0.346
O 0.984297 1.821413 -0.206683 -1.418 0.042 0.056
```
Forces are in eV/Å.

Results
- charge = 0
- Kohn-Sham gap (eV) = 9.16
- energy above the lowest of the compared OMol25 structures with the same formula, charge and spin (eV) = 4.465
- SMILES = CN/C=N/OC
- E_HOMO (eV) = -8.36

***

# 8
Computed, not measured: one molecule with the formula C3H8N2O, with ωB97M-V with the def2-TZVPD basis set.

```
14
Properties=species:S:1:pos:R:3:forces:R:3
C 1.466169 -0.223670 0.627646 -0.175 -0.602 -0.026
N -0.755603 -0.664160 0.984556 0.438 -0.036 0.269
N 2.586522 -0.410163 -0.112594 -0.241 -0.021 0.174
C -1.212875 0.786061 -0.034772 -0.206 0.290 -0.452
C -2.110009 0.526164 -1.052938 0.236 0.014 0.199
O 0.526391 -1.112279 0.545776 0.120 0.592 -0.222
H -1.351054 -1.406974 0.611553 0.101 0.022 -0.057
H 2.599184 -1.166577 -0.778231 -0.016 0.036 0.053
H 3.472765 -0.090586 0.240866 -0.089 0.014 -0.023
H 1.450812 0.524115 1.409771 -0.110 0.051 -0.081
H -1.562884 1.441188 0.757999 -0.007 -0.103 0.038
H -0.146394 1.002211 -0.286735 -0.089 -0.268 0.087
H -1.809474 0.001452 -1.951427 0.028 0.027 -0.009
H -3.153549 0.793218 -0.961468 0.010 -0.016 0.049
```
Forces are in eV/Å.

Results
- charge = 0
- Kohn-Sham gap (spin up / spin down) (eV) = 5.95 / 6.96
- energy above the lowest of the compared OMol25 structures with the same formula, charge and spin (eV) = 6.684
- E_HOMO (spin up / spin down) (eV) = -5.84 / -6.41

***

# 9
Computed, not measured: one molecule with the formula C3H8N2O, with ωB97M-V with the def2-TZVPD basis set.

```
14
Properties=species:S:1:pos:R:3:forces:R:3
C 0.166109 -0.765245 1.060519 0.704 -1.082 -1.862
C -0.670413 1.518403 0.733585 1.062 0.943 -0.523
C 0.163804 0.128469 -1.153621 -2.483 -0.472 -0.042
H -0.021644 -0.541527 2.077607 -0.300 0.459 0.898
H -0.475993 -1.666163 0.758113 1.064 0.920 0.646
H 1.263494 -0.937158 0.924799 -0.886 -0.653 0.485
H 0.138282 1.985008 1.394298 -1.221 -0.399 -0.539
H -1.549612 1.195597 1.356086 0.453 1.063 -0.827
H -0.763285 2.172281 -0.185737 -0.889 -0.261 1.482
H 0.513905 -2.012665 -1.072317 0.306 1.842 -0.358
H 0.934929 -1.221015 -2.548115 -0.725 0.678 1.638
N -0.124299 0.336504 0.158045 1.139 -2.379 1.216
N 0.708378 -1.091354 -1.531971 0.982 -1.959 -0.766
O -0.283655 0.898866 -1.971291 0.794 1.299 -1.449
```
Forces are in eV/Å.

Results
- charge = 0
- Kohn-Sham gap (eV) = 9.66
- energy above the lowest of the compared OMol25 structures with the same formula, charge and spin (eV) = 1.200
- SMILES = CN(C)C(N)=O
- E_HOMO (eV) = -8.87

***

# 10
Computed, not measured: one molecule with the formula C3H8N2O, with ωB97M-V with the def2-TZVPD basis set.

```
14
Properties=species:S:1:pos:R:3:forces:R:3
N -0.958107 0.845393 1.691266 0.201 0.250 -0.178
C 0.403489 0.365866 1.462853 -0.116 -0.086 0.008
C 0.485058 -0.508410 0.224029 0.010 -0.047 -0.105
N 0.089860 0.094464 -0.914713 -0.126 0.175 0.036
C 0.046274 -0.588444 -2.171186 -0.615 0.132 -1.362
O 0.880324 -1.660294 0.251024 0.054 0.005 0.098
H -1.572888 0.100718 1.990431 0.020 -0.007 0.093
H -0.921519 1.556277 2.408654 -0.287 -0.051 0.082
H 1.030324 1.248194 1.337590 0.148 -0.023 -0.108
H 0.816985 -0.230592 2.265619 0.111 -0.161 0.316
H -0.300219 1.020866 -0.857449 -0.040 -0.127 0.122
H -0.732914 -1.351822 -2.285304 0.193 -0.183 0.668
H -0.266028 0.134380 -2.935510 0.438 0.064 0.122
H 0.999355 -1.026591 -2.467299 0.008 0.059 0.210
```
Forces are in eV/Å.

Results
- charge = 0
- Kohn-Sham gap (eV) = 10.37
- energy above the lowest of the compared OMol25 structures with the same formula, charge and spin (eV) = 0.652
- SMILES = CNC(=O)CN
- E_HOMO (eV) = -9.47

***

# 11
Computed, not measured: a 2-piece molecular cluster, C3H8N2O overall, with ωB97M-V with the def2-TZVPD basis set.

```
14
Properties=species:S:1:pos:R:3:forces:R:3
C 0.469184 -0.864497 -0.829069 -0.149 -1.217 -1.956
N -0.520922 0.032517 -1.109311 0.422 0.348 -0.271
N 1.874710 0.454232 0.705422 0.736 -0.728 -1.295
C -1.577324 0.401338 -0.289591 -0.321 -0.289 0.274
C -1.855972 -0.076807 0.918695 0.046 0.111 0.005
O 1.412952 -1.053020 -1.605072 -0.919 0.320 1.019
H 2.355163 0.013461 -0.138877 -0.558 1.010 1.818
H -0.377535 0.569874 -1.954997 0.088 -0.102 0.182
H 0.190673 -1.591570 -0.052896 0.350 0.389 0.250
H 1.987610 1.461591 0.680484 0.122 -0.168 0.126
H 2.249272 0.068746 1.564541 0.168 0.204 -0.134
H -2.238750 1.115238 -0.757874 -0.028 0.101 -0.014
H -2.734834 0.264025 1.441665 -0.056 0.059 -0.042
H -1.234228 -0.795128 1.426880 0.098 -0.039 0.038
```
Forces are in eV/Å.

Results
- charge = 0
- Kohn-Sham gap (eV) = 9.81
- energy above the lowest of the compared OMol25 structures with the same formula, charge and spin (eV) = 1.595
- SMILES = C=CNC=O.N
- E_HOMO (eV) = -8.82

***

# 12
Computed, not measured: a 2-piece molecular cluster, C3H8N2O overall, with ωB97M-V with the def2-TZVPD basis set.

```
14
Properties=species:S:1:pos:R:3:forces:R:3
O 1.496715 2.260836 -0.721655 0.231 0.222 -0.150
C 0.705085 1.639774 -0.075727 -0.374 -0.463 0.376
C 1.076702 0.559486 0.929836 0.884 0.082 -0.794
N 0.068550 0.376004 1.939726 -0.214 -0.119 0.193
H -0.391645 1.777686 -0.174428 0.025 0.107 -0.060
H 1.217901 -0.333880 0.310212 -0.424 -0.080 0.077
H 2.103216 0.761879 1.262715 -0.169 0.188 0.310
H -0.027572 -0.583934 2.227503 0.013 -0.165 -0.084
H 0.269781 0.902358 2.774337 0.011 0.210 0.070
C -1.620470 -1.379207 -1.497126 -0.338 0.357 -0.345
N -0.453821 -1.123837 -1.911731 -0.092 -0.248 0.418
H -2.184708 -0.611403 -0.970523 0.103 0.048 0.111
H -2.173083 -2.295782 -1.715438 0.155 -0.154 0.133
H -0.086653 -1.949976 -2.377698 0.188 0.016 -0.255
```
Forces are in eV/Å.

Results
- charge = 0
- Kohn-Sham gap (eV) = 10.19
- energy above the lowest of the compared OMol25 structures with the same formula, charge and spin (eV) = 2.405
- SMILES = NCC=O.C=N
- E_HOMO (eV) = -9.27

***

For reference, DFT total energy by record: -8266.94858, -8265.66024, -8267.53251, -8269.02539, -8267.16947, -8268.65598, -8264.86144, -8262.64155, -8268.12648, -8268.67409, -8267.73107, -8266.92114 eV.